No. 1
Entry from the OMol25 dataset: a molecular structure, C27H52Br2FeN4OP2Se (ωB97M-V/def2-TZVPD).

As for the spin multiplicity: 5. The value obtained for the LUMO energy (alpha / beta) is -5.12 / -5.87 eV. As for the total charge: +2. The highest occupied orbital energy (alpha / beta) is -11.81 / -11.81 eV. For the HOMO-LUMO gap (alpha / beta), the calculation gives 6.7 / 5.9 eV. As for the maximum force: 0.51 eV/A.

Last column: Löwdin spin population.
Cartesian coordinates (Å):
Fe -0.8716 -1.3538 -2.5313  3.67
C -1.5488 -4.4536 -3.8775  0.00
P -0.1700 -3.2724 -4.0516  0.05
C 1.3094 -4.2926 -3.8249  0.01
C -0.2305 -2.8019 -5.8149  0.01
C -1.4508 -1.9087 -6.0737  0.00
P -1.5714 -0.5360 -4.8612  0.04
C -0.0992 0.4778 -5.2391  0.01
C -2.9482 0.4635 -5.4894  0.01
H -1.5072 -5.2287 -4.6450  0.00
H -2.5140 -3.9504 -3.9442  0.00
H -1.4823 -4.9368 -2.9014  0.00
H 1.3034 -5.1369 -4.5157  0.00
H 1.3205 -4.6699 -2.8023  0.00
H 2.2128 -3.7058 -3.9858  0.00
H -0.2586 -3.6976 -6.4385  0.00
H 0.6886 -2.2657 -6.0619  0.00
H -2.3775 -2.4851 -6.0381  0.00
H -1.3950 -1.4571 -7.0671  0.00
H 0.0511 0.5623 -6.3169  0.00
H 0.8103 0.0661 -4.7974  0.00
H -0.2444 1.4778 -4.8291  0.00
H -2.7599 0.7221 -6.5327  0.00
H -3.0425 1.3782 -4.9068  0.00
H -3.8865 -0.0854 -5.4221  0.00
Br -1.0394 1.0397 -1.3829  0.04
C -2.7325 1.9789 -1.6894  0.00
Br -4.1129 0.8635 -2.3824  0.01
H -2.5192 2.7918 -2.3710  0.00
H -3.0237 2.3295 -0.7074  0.00
C -2.1644 -2.8184 1.8851  0.00
N -1.7615 -2.9096 0.4757  0.01
C -2.7957 -2.5341 -0.4677  0.01
C -0.4717 -2.8377 0.0848  0.01
O -0.1614 -2.2609 -1.0218  0.09
N 0.4852 -3.4431 0.7800  0.01
C 0.2255 -4.4606 1.7948  0.00
C 1.8981 -3.1594 0.5384  0.00
H -2.7725 -1.9224 2.0119  0.00
H -1.2952 -2.7094 2.5241  0.00
H -2.7391 -3.6945 2.1835  0.00
H -3.7352 -2.9945 -0.1640  0.00
H -2.5767 -2.9329 -1.4639  0.00
H -2.9494 -1.4512 -0.4993  0.00
H -0.7854 -4.8445 1.6964  0.00
H 0.3774 -4.0710 2.8018  0.00
H 0.9272 -5.2776 1.6326  0.00
H 2.0023 -2.4103 -0.2363  0.00
H 2.4049 -4.0788 0.2418  0.00
H 2.3476 -2.7808 1.4560  0.00
C -0.2458 2.5553 5.1440  0.00
C -1.6503 2.2747 4.6204  0.00
C -2.0797 3.1973 3.4770  0.00
C -1.6160 2.7657 2.0897  0.00
N -0.1734 2.8294 1.8918  0.00
C 0.6811 1.7797 1.8136  0.00
Se 0.2092 -0.0055 1.8967  0.00
N 1.9292 2.2775 1.6574  0.00
C 3.1694 1.5112 1.5472  0.00
C 4.0639 1.6500 2.7752  0.00
C 3.5077 1.0067 4.0418  0.00
C 3.5062 -0.5165 3.9976  0.00
C 1.8739 3.6691 1.6226  0.00
C 2.8601 4.6291 1.4446  0.00
C 2.4514 5.9521 1.4386  0.00
C 1.1080 6.3041 1.5999  0.00
C 0.1246 5.3439 1.7691  0.00
C 0.5382 4.0192 1.7738  0.00
H -0.0029 1.9064 5.9853  0.00
H -0.1581 3.5885 5.4860  0.00
H 0.5144 2.3927 4.3796  0.00
H -2.3610 2.3935 5.4402  0.00
H -1.7256 1.2327 4.2955  0.00
H -1.7342 4.2151 3.6799  0.00
H -3.1703 3.2543 3.4308  0.00
H -2.0690 3.4111 1.3296  0.00
H -1.9039 1.7319 1.8932  0.00
H 3.6878 1.8704 0.6553  0.00
H 2.8795 0.4752 1.3788  0.00
H 4.2683 2.7079 2.9529  0.00
H 5.0259 1.1927 2.5258  0.00
H 2.4942 1.3740 4.2282  0.00
H 4.1071 1.3453 4.8886  0.00
H 2.8266 -0.8885 3.2287  0.00
H 3.1758 -0.9343 4.9487  0.00
H 4.5083 -0.9022 3.7967  0.00
H 3.9012 4.3666 1.3192  0.00
H 3.1889 6.7321 1.3099  0.00
H 0.8321 7.3495 1.5964  0.00
H -0.9126 5.6212 1.8978  0.00

Forces on atoms 1 to 2 (eV/Å):
-0.005 -0.118 -0.495
0.045 -0.105 -0.035

***

No. 2
Entry from the OMol25 dataset: a molecular structure, C27H52BrCl6CsFKNNaO15PSSi2 at a distorted geometry (ωB97M-V/def2-TZVPD).

As for the spin multiplicity: 1. The value obtained for the LUMO energy is -3.81 eV. As for the total charge: +1. The highest occupied orbital energy is -6.65 eV. For the HOMO-LUMO gap, the calculation gives 2.8 eV. As for the maximum force: 8.35 eV/A.

Last column: Löwdin charge in e.
Cartesian coordinates (Å):
C 3.8499 -1.6414 2.6740  -0.33
C 5.1372 -2.0854 1.9043  -0.26
O 4.7134 -2.7886 0.7146  -0.11
C 4.3688 -1.8747 -0.2693  -0.26
C 4.3860 -2.5258 -1.6955  -0.14
O 3.0762 -2.4088 -2.2499  -0.27
C 2.8046 -1.0697 -2.7139  -0.29
Si 0.9461 -1.0204 -3.2846  0.24
Cl 0.2746 -3.0238 -3.3331  0.42
O -0.0045 0.0254 -2.4032  -0.28
Si -0.6978 -0.6082 -0.9641  0.61
C 0.5167 -0.5693 0.5384  -0.12
C 0.6078 -2.0348 1.0271  -0.51
O 1.1409 -2.8287 0.3095  0.11
F 0.0565 -2.4162 2.2070  0.10
C -2.1609 0.5173 -0.4757  -0.20
C -3.3769 -0.4375 -0.4041  -0.53
C -3.3244 -1.3953 0.6400  -0.18
C -4.4040 -2.4098 0.8515  -0.35
C -5.6109 -2.3931 -0.1953  -0.38
C -6.7507 -3.5153 0.0159  -0.11
C -5.6439 -1.4545 -1.2046  -0.47
C -4.5346 -0.3965 -1.4052  -0.45
C 0.8726 -0.3887 -5.1411  -0.80
O 0.2482 -1.1347 -6.0005  -0.22
O 1.3823 0.6867 -5.5154  -0.05
H 4.0643 -1.2789 3.6808  -0.01
H 3.1909 -2.5182 2.6862  -0.02
H 3.3815 -0.7736 2.0848  0.06
H 5.8129 -1.2136 1.6808  0.09
H 5.7225 -2.7874 2.5281  0.08
H 5.1060 -1.0143 -0.2710  0.03
H 3.3698 -1.4218 -0.0718  0.10
H 4.5973 -3.6040 -1.5258  0.15
H 5.2014 -2.1458 -2.3516  0.13
H 3.4330 -0.7964 -3.6360  0.08
H 2.9695 -0.2783 -1.9511  0.09
H -1.2063 -1.9702 -1.1097  0.03
H 1.5060 -0.1428 0.3006  0.07
H 0.0383 0.0003 1.3642  0.08
H -2.2989 1.3483 -1.1916  0.03
H -2.0403 0.9276 0.5534  0.08
H -2.4691 -1.3945 1.3442  0.10
H -4.3781 -3.1612 1.7163  -0.13
H -7.7674 -3.1278 -0.1614  0.07
H -6.6731 -3.9884 1.0497  0.04
H -6.4880 -4.3491 -0.7224  0.07
H -6.5027 -1.4760 -1.8882  0.09
H -4.5399 0.3549 -2.2016  0.00
Na 5.3314 0.6567 -0.1013  0.79
K 2.4620 -2.4867 -5.2232  0.87
Br -4.2852 -2.1012 -2.9577  0.35
Cs -3.9587 -5.0582 1.0380  1.20
C -0.9762 2.4555 4.2457  -0.16
C -0.2168 1.3797 4.9907  -0.15
O 0.9662 1.1618 4.2073  -0.18
S 1.4015 2.5399 3.5156  0.59
O 2.4180 3.1442 4.2956  -0.21
O 1.5558 2.3068 2.1191  -0.26
O 0.0314 3.3478 3.7558  -0.18
H -1.5120 2.0420 3.3864  0.12
H -1.6771 2.9859 4.8862  0.14
H -0.7882 0.4598 5.0889  0.14
H 0.0909 1.7225 5.9814  0.11
C -5.8359 2.0280 1.2869  -0.90
Cl -7.4247 2.5850 0.7184  0.49
Cl -5.3094 0.5318 0.4493  0.86
H -5.1050 2.8078 1.0943  0.00
H -5.8969 1.8327 2.3556  0.03
C 1.9023 4.2889 10.9056  -0.11
O 1.3953 3.5411 9.7852  -0.24
P 2.4062 2.3708 9.1098  0.63
O 1.4484 1.9268 8.0571  -0.27
O 2.2974 1.4734 10.4738  -0.28
C 1.0530 0.8608 10.7939  -0.10
O 3.6890 1.4086 8.5990  -0.22
C 4.9712 1.6844 9.1910  -0.12
H 1.8815 5.3512 10.6626  0.08
H 1.2575 4.1082 11.7659  0.09
H 2.9232 4.0041 11.1617  0.08
H 0.2483 1.1690 10.1272  0.08
H 0.7845 1.1330 11.8163  0.09
H 1.1741 -0.2208 10.7355  0.09
H 4.9317 1.5440 10.2738  0.08
H 5.2808 2.7059 8.9618  0.08
H 5.6971 0.9927 8.7697  0.09
C -3.5443 4.1897 -2.6258  -0.99
Cl -3.0242 4.2543 -0.9375  0.53
Cl -3.9291 2.5361 -3.1221  0.58
H -4.4300 4.8055 -2.7438  0.03
H -2.7438 4.5665 -3.2541  0.03
Cl 4.0991 -3.2695 4.4777  -0.23
C 1.3256 -0.8607 -9.8293  -0.02
C -0.1333 -1.1180 -9.4681  -0.30
C -1.0890 -0.9969 -10.6569  -0.18
O -1.2926 0.3667 -10.9891  -0.19
C -0.4635 0.8602 -12.0445  -0.07
N -0.5505 -0.0914 -8.4523  0.22
H 1.5268 0.1897 -10.0444  0.09
H 1.9435 -1.1420 -8.9897  0.07
H 1.6253 -1.4483 -10.6964  0.10
H -0.2306 -2.0943 -8.9925  0.16
H -2.0676 -1.3829 -10.3550  0.14
H -0.7615 -1.5915 -11.5117  0.13
H -0.1507 0.0707 -12.7297  0.10
H 0.4138 1.3557 -11.6234  0.08
H -1.0339 1.6026 -12.6006  0.10
H 0.1518 0.0630 -7.7071  0.13
H -1.4388 -0.3379 -8.0112  0.18
H -0.7180 0.7915 -8.9492  0.16

Forces on atoms 1 to 2 (eV/Å):
0.461 1.948 -2.507
-0.989 -0.279 1.571

***

No. 3
Entry from the OMol25 dataset: a molecular structure, C27H52BrFeS5Si (ωB97M-V/def2-TZVPD).

As for the spin multiplicity: 2. The value obtained for the LUMO energy (alpha / beta) is -0.24 / 0.23 eV. As for the total charge: 0. The highest occupied orbital energy (alpha / beta) is -7.55 / -7.58 eV. The value obtained for the energy relative to the best compared isomer or geometry (same formula, charge and spin) is 2.42 kJ/mol. For the HOMO-LUMO gap (alpha / beta), the calculation gives 7.3 / 7.8 eV. As for the maximum force: 0.84 eV/A.

Last column: Löwdin spin population.
Cartesian coordinates (Å):
Fe 0.8413 0.0891 2.1270  1.03
C 1.0783 3.8304 3.0369  0.00
C -0.4152 3.6762 2.7814  0.00
S -0.9473 1.9589 2.4947  -0.01
C -1.4627 1.6006 4.2231  0.00
C -1.3111 0.1406 4.5969  0.00
S 0.4318 -0.3103 4.3903  -0.03
C 0.3475 -2.1191 4.3280  0.00
C 1.6630 -2.5787 3.7336  0.01
S 2.0372 -1.7467 2.1470  0.04
C 3.8400 0.9063 1.7072  0.00
C 2.8669 1.7193 3.8088  0.00
S 1.6681 2.9223 4.4899  0.00
H 1.3307 4.8860 3.1421  0.00
H 1.6149 3.4470 2.1725  0.00
H -0.6888 4.2429 1.8897  0.00
H -1.0227 4.0598 3.6021  0.00
H -2.4950 1.9259 4.3549  0.00
H -0.8152 2.1984 4.8602  0.00
H -1.8786 -0.4928 3.9228  0.00
H -1.6138 -0.0331 5.6301  0.00
H -0.4782 -2.3732 3.6661  0.00
H 0.1820 -2.5155 5.3308  0.00
H 1.6461 -3.6558 3.5666  0.00
H 2.4778 -2.3666 4.4291  0.00
H 3.7824 0.1522 0.9288  0.00
H 4.7654 0.8403 2.2745  0.00
H 3.8659 2.1517 3.8773  0.00
H 2.8007 0.9035 4.5363  0.00
S 3.3183 2.5553 1.1990  -0.01
C 2.5867 1.2050 2.4234  -0.01
C -3.7145 -2.5312 2.9861  0.00
C -3.2253 -2.1488 1.5794  0.00
C -3.0499 -3.4348 0.7635  0.00
C -4.2653 -1.2358 0.9159  0.00
C -1.9412 -1.4282 1.6829  0.01
C -0.8794 -0.8406 1.7673  -0.01
H -4.6644 -3.0663 2.9228  0.00
H -3.8669 -1.6461 3.6065  0.00
H -2.9895 -3.1778 3.4839  0.00
H -3.9967 -3.9771 0.7096  0.00
H -2.3034 -4.0829 1.2242  0.00
H -2.7198 -3.2090 -0.2496  0.00
H -5.2330 -1.7406 0.8607  0.00
H -3.9533 -0.9696 -0.0935  0.00
H -4.3865 -0.3122 1.4845  0.00
C -0.6771 1.6732 -4.7394  0.00
C -0.1336 1.8903 -3.3163  0.00
C -1.2652 2.4650 -2.4504  0.00
C 0.9609 2.9652 -3.3902  0.00
Si 0.5792 0.2435 -2.6248  0.00
Br 0.9123 0.7425 -0.4060  -0.01
C -0.6508 -1.2142 -2.6876  0.00
C -0.6382 -1.8785 -4.0752  0.00
C -2.0740 -0.7143 -2.4111  0.00
C -0.3399 -2.2738 -1.6163  0.00
C 2.3503 -0.1709 -3.2554  0.00
C 3.4239 0.8023 -2.7447  0.00
C 2.3917 -0.1573 -4.7932  0.00
C 2.7746 -1.5666 -2.7737  0.00
H -1.0204 2.6323 -5.1400  0.00
H -1.5281 0.9926 -4.7585  0.00
H 0.0812 1.2881 -5.4230  0.00
H -1.5685 3.4275 -2.8750  0.00
H -0.9441 2.6415 -1.4237  0.00
H -2.1460 1.8274 -2.4226  0.00
H 0.5052 3.9131 -3.6932  0.00
H 1.7261 2.7250 -4.1273  0.00
H 1.4464 3.1223 -2.4250  0.00
H -0.8441 -1.1738 -4.8831  0.00
H -1.4173 -2.6466 -4.1053  0.00
H 0.3094 -2.3726 -4.2887  0.00
H -2.4360 -0.0334 -3.1806  0.00
H -2.1452 -0.2240 -1.4380  0.00
H -2.7513 -1.5726 -2.4044  0.00
H 0.6618 -2.6871 -1.6956  0.00
H -1.0464 -3.1034 -1.7342  0.00
H -0.4657 -1.8735 -0.6067  0.00
H 3.2924 1.8159 -3.1159  0.00
H 4.3988 0.4511 -3.0985  0.00
H 3.4608 0.8477 -1.6572  0.00
H 2.2412 0.8449 -5.1954  0.00
H 1.6535 -0.8210 -5.2461  0.00
H 3.3797 -0.4919 -5.1247  0.00
H 2.7448 -1.6457 -1.6847  0.00
H 3.8070 -1.7460 -3.0887  0.00
H 2.1635 -2.3635 -3.1955  0.00

Forces on atoms 1 to 2 (eV/Å):
-0.440 0.043 0.709
-0.181 0.006 0.038

***

Short version: calculated total energy = -10849.73381, -9778.79505, -7178.07944 a.u., in the order given.